DFT (ωB97M-V with the def2-TZVPD basis set) results for a 3-piece molecular cluster, C25H50N8O7P3 overall.

CARTESIAN COORDINATES (ANGSTROEM)
C (-1.11364, -3.47674, 1.78050)
C (-0.33764, -2.23693, 1.15438)
C (-0.14138, -2.27081, -0.42958)
P (-0.54098, -4.00357, -1.02596)
O (0.40326, -5.06855, -0.50241)
C (1.43752, -2.09509, -0.67404)
O (2.03627, -2.84137, -1.47016)
O (2.07616, -1.13726, -0.07296)
N (-0.78135, -1.17155, -1.18032)
C (-2.12606, -1.43546, -1.69080)
C (-3.22468, -1.78862, -0.61874)
O (-3.29329, -1.34463, 0.50106)
C (-4.36942, -2.77318, -1.09532)
C (-5.25736, -2.21662, -2.14141)
C (-6.33707, -3.00111, -2.72309)
C (-6.52639, -4.37190, -2.23936)
C (-5.66231, -4.90536, -1.18407)
C (-4.56364, -4.12238, -0.58161)
O (-0.66497, 0.06598, -0.55405)
C (-0.19524, 0.90986, -1.52530)
N (0.00696, 1.64949, -2.37895)
H (-0.49925, -4.40921, 1.84374)
H (-2.12790, -3.64381, 1.32062)
H (-1.33277, -3.18452, 2.85306)
H (-0.84452, -1.32146, 1.54465)
H (0.68323, -2.25439, 1.63160)
H (-0.41521, -4.05186, -2.45899)
H (-1.85791, -4.43685, -0.70974)
H (-2.15875, -2.19062, -2.52891)
H (-2.47540, -0.47030, -2.17571)
H (-5.08511, -1.17064, -2.50568)
H (-6.93992, -2.52248, -3.52908)
H (-7.33407, -4.99123, -2.70061)
H (-5.82671, -5.95190, -0.84727)
H (-3.88526, -4.52911, 0.19733)
O (-5.01551, 4.16406, 1.86354)
P (-3.98669, 3.24825, 2.52197)
N (-5.08495, 1.91984, 2.73424)
C (-5.07171, 0.93834, 3.80809)
C (-5.39691, 1.21773, 1.48725)
N (-3.93435, 4.22588, 3.97557)
C (-4.60190, 3.84219, 5.20708)
C (-4.18968, 5.65693, 3.77791)
N (-2.66288, 2.24455, 3.15702)
C (-1.66638, 2.81980, 4.07606)
C (-1.86779, 1.76364, 1.98822)
H (-4.20871, 0.26324, 3.76524)
H (-5.97056, 0.31642, 3.76140)
H (-5.11026, 1.38450, 4.79642)
H (-4.58258, 0.55046, 1.18980)
H (-5.57310, 1.92700, 0.67220)
H (-6.30681, 0.61902, 1.58227)
H (-5.68540, 3.72866, 5.07116)
H (-4.43920, 4.59221, 5.98816)
H (-4.19213, 2.92577, 5.63019)
H (-5.26022, 5.86828, 3.68062)
H (-3.68108, 6.02361, 2.88587)
H (-3.80584, 6.23783, 4.62147)
H (-1.26798, 3.76959, 3.71145)
H (-0.82750, 2.12886, 4.20732)
H (-2.06356, 2.96196, 5.07868)
H (-1.36207, 2.59558, 1.48820)
H (-2.50624, 1.27501, 1.24764)
H (-1.11876, 1.03093, 2.29259)
O (7.22800, -0.76475, -0.51193)
P (6.57344, 0.20449, -1.49294)
N (5.91323, -1.02782, -2.51206)
C (5.70031, -0.95353, -3.94736)
C (4.75452, -1.71604, -1.91886)
N (8.12739, 0.73728, -2.11379)
C (8.65779, 0.29478, -3.39052)
C (9.23401, 0.69542, -1.15295)
N (5.76251, 1.44378, -2.47915)
C (6.45437, 2.69804, -2.81835)
C (4.54148, 1.87016, -1.73522)
H (4.90977, -0.24730, -4.23090)
H (5.41114, -1.93415, -4.33577)
H (6.59959, -0.70366, -4.50274)
H (3.84701, -1.11266, -1.99298)
H (4.92781, -1.93792, -0.86316)
H (4.56390, -2.67150, -2.41100)
H (8.77925, -0.79558, -3.43136)
H (9.63609, 0.74844, -3.58442)
H (8.04303, 0.62200, -4.22826)
H (9.63330, -0.31840, -1.03802)
H (8.91392, 1.05516, -0.17460)
H (10.05216, 1.34629, -1.47683)
H (6.91610, 3.16502, -1.94433)
H (5.75002, 3.41537, -3.25306)
H (7.21094, 2.55708, -3.58750)
H (4.80761, 2.38968, -0.80866)
H (3.92154, 1.01097, -1.46274)
H (3.91900, 2.53109, -2.34157)

Force components x, y, z for each atom (eV/Å):
C -0.2 0.8 1.1
C 0.0 -1.0 0.9
C 1.1 0.6 1.6
P 2.9 -2.1 -0.4
O -1.4 1.3 0.1
C 3.4 1.6 0.0
O -1.8 -0.5 -0.1
O -2.8 -1.3 -0.4
N -0.8 -2.9 -1.4
C -1.0 1.2 0.2
C -1.2 -1.2 -0.3
O 0.6 0.0 -0.6
C -1.1 -0.1 -1.2
C -0.1 -1.8 0.6
C 1.8 -0.6 1.8
C 1.4 1.3 0.6
C 0.4 1.6 -0.6
C -1.7 1.1 -2.2
O 0.9 2.4 -1.4
C -1.3 -1.7 2.1
N 0.3 0.3 -0.2
H -0.6 0.8 -0.5
H 1.1 0.0 0.4
H 0.2 -0.3 -1.1
H 0.4 -0.6 -0.8
H -1.0 0.2 -0.7
H -0.6 0.7 0.6
H 0.0 0.9 -0.4
H 0.5 0.6 1.0
H 0.3 -1.0 0.4
H -0.1 -1.1 0.4
H 0.4 -0.7 0.8
H 0.9 0.5 0.6
H 0.2 0.9 -0.3
H -0.7 0.3 -0.7
O 2.8 -0.4 -3.2
P -5.1 -0.4 6.5
N -0.5 -0.7 -0.5
C 0.5 -0.2 0.2
C -0.1 0.4 -0.5
N 0.4 0.8 0.7
C 0.3 -0.5 0.1
C 0.1 -0.1 -0.4
N 2.0 1.4 -2.5
C 0.1 0.3 0.4
C -0.2 -0.7 -0.3
H 0.0 0.0 0.0
H 0.0 0.1 -0.3
H 0.2 0.2 -0.1
H -0.1 -0.2 0.0
H 0.1 0.0 0.2
H 0.0 0.0 0.2
H 0.0 -0.1 0.1
H 0.0 0.2 -0.2
H -0.1 -0.2 -0.1
H 0.0 0.1 -0.1
H -0.2 0.0 0.0
H 0.1 -0.2 0.1
H 0.1 0.0 0.1
H -0.1 -0.2 -0.4
H -0.2 0.2 -0.2
H 0.2 -0.1 0.1
H -0.1 0.0 0.1
H -0.1 0.1 0.1
O -2.6 2.1 2.7
P 4.3 -4.0 -6.0
N -0.5 -0.5 0.0
C -0.1 0.5 -0.2
C 0.1 -0.2 0.5
N 1.0 0.8 -0.1
C -0.4 0.2 -0.3
C -0.4 0.0 0.2
N -0.7 1.8 2.9
C 0.4 0.2 -0.2
C -0.7 -0.5 -0.2
H 0.0 0.0 -0.1
H -0.1 -0.1 0.4
H 0.1 0.2 0.1
H -0.1 -0.2 0.0
H 0.0 0.2 -0.1
H 0.1 0.1 -0.1
H 0.0 0.0 -0.1
H 0.0 0.0 0.3
H -0.2 -0.1 0.0
H 0.0 0.0 0.1
H 0.0 -0.2 0.0
H -0.1 0.1 -0.2
H 0.0 0.1 -0.1
H -0.3 -0.2 0.2
H 0.1 -0.2 0.2
H -0.1 0.2 -0.1
H 0.1 -0.1 0.0
H 0.1 -0.1 -0.1

The total charge is -1. Its HOMO-LUMO gap is 6.3 eV. For the total energy, the calculation gives -2971.10164 Eh. The HOMO energy is -0.1921 hartree.

Population analysis type Mulliken, resulting atomic charges in e: C -1.41; C 0.05; C 1.51; P 0.33; O -0.73; C -0.27; O -0.73; O -0.75; N 0.15; C -1.46; C 0.72; O -0.43; C 0.34; C -0.32; C -0.51; C -0.38; C -0.68; C -0.15; O 0.19; C 0.52; N -0.57; H 0.37; H 0.21; H 0.45; H -0.53; H 0.47; H 0.05; H 0.05; H 0.27; H 0.56; H 0.28; H 0.34; H 0.33; H 0.35; H 0.34; O -0.82; P 1.04; N 0.06; C -0.75; C -1.14; N 0.19; C -1.27; C -1.08; N 0.12; C -0.96; C -1.24; H 0.22; H 0.41; H 0.15; H 0.37; H 0.29; H 0.41; H 0.33; H 0.42; H 0.33; H 0.32; H 0.33; H 0.34; H 0.38; H 0.36; H 0.27; H 0.38; H 0.16; H 0.48; O -0.81; P 1.04; N 0.06; C -0.81; C -1.29; N 0.21; C -1.26; C -1.09; N 0.00; C -0.95; C -1.06; H 0.28; H 0.38; H 0.19; H 0.45; H 0.26; H 0.35; H 0.34; H 0.42; H 0.31; H 0.31; H 0.33; H 0.34; H 0.34; H 0.37; H 0.25; H 0.34; H 0.29; H 0.38